{
  "formula": "C64H128O32S16",
  "method": "ωB97M-V/def2-TZVPD",
  "max_force_ev_per_a": 4.17,
  "orbital_gap_ha": 0.3395,
  "total_charge": 0,
  "e_above_lowest_kcal_mol": 113.3,
  "e_homo_ha": -0.3387,
  "species": ["C", "C", "C", "S", "O", "O", "C", "H", "H", "H", "H", "H", "H", "H", "H", "C", "C", "C", "S", "O", "O", "C", "H", "H", "H", "H", "H", "H", "H", "H", "C", "C", "C", "S", "O", "O", "C", "H", "H", "H", "H", "H", "H", "H", "H", "C", "C", "C", "S", "O", "O", "C", "H", "H", "H", "H", "H", "H", "H", "H", "C", "C", "C", "S", "O", "O", "C", "H", "H", "H", "H", "H", "H", "H", "H", "C", "C", "C", "S", "O", "O", "C", "H", "H", "H", "H", "H", "H", "H", "H", "C", "C", "C", "S", "O", "O", "C", "H", "H", "H", "H", "H", "H", "H", "H", "C", "C", "C", "S", "O", "O", "C", "H", "H", "H", "H", "H", "H", "H", "H", "C", "C", "C", "S", "O", "O", "C", "H", "H", "H", "H", "H", "H", "H", "H", "C", "C", "C", "S", "O", "O", "C", "H", "H", "H", "H", "H", "H", "H", "H", "C", "C", "C", "S", "O", "O", "C", "H", "H", "H", "H", "H", "H", "H", "H", "C", "C", "C", "S", "O", "O", "C", "H", "H", "H", "H", "H", "H", "H", "H", "C", "C", "C", "S", "O", "O", "C", "H", "H", "H", "H", "H", "H", "H", "H", "C", "C", "C", "S", "O", "O", "C", "H", "H", "H", "H", "H", "H", "H", "H", "C", "C", "C", "S", "O", "O", "C", "H", "H", "H", "H", "H", "H", "H", "H", "C", "C", "C", "S", "O", "O", "C", "H", "H", "H", "H", "H", "H", "H", "H"],
  "xyz": [[14.036, 9.595, 21.784], [12.952, 10.589, 22.386], [13.837, 11.899, 22.691], [15.062, 11.973, 21.324], [16.381, 12.051, 21.962], [14.648, 12.939, 20.351], [14.822, 10.285, 20.710], [13.440, 8.751, 21.438], [14.595, 9.167, 22.616], [12.340, 10.185, 23.192], [12.283, 10.902, 21.584], [14.414, 11.775, 23.608], [13.361, 12.863, 22.870], [15.746, 9.721, 20.586], [14.249, 10.427, 19.794], [21.431, 20.208, 18.326], [22.346, 21.032, 19.271], [22.623, 20.260, 20.588], [20.921, 19.633, 20.974], [20.259, 20.459, 21.997], [21.081, 18.186, 21.180], [20.183, 19.898, 19.243], [21.886, 19.243, 18.102], [21.028, 20.657, 17.418], [21.901, 22.004, 19.486], [23.267, 21.211, 18.716], [23.025, 20.813, 21.437], [23.217, 19.360, 20.428], [19.602, 20.817, 19.321], [19.594, 19.028, 18.952], [24.772, 19.931, 14.675], [23.292, 19.406, 14.678], [23.374, 17.845, 15.054], [24.784, 17.630, 16.307], [25.513, 16.447, 15.900], [24.264, 17.727, 17.702], [25.628, 19.270, 15.829], [24.686, 21.013, 14.779], [25.293, 19.859, 13.720], [22.695, 19.603, 13.788], [22.886, 19.998, 15.498], [23.770, 17.266, 14.219], [22.504, 17.362, 15.496], [26.643, 19.098, 15.471], [25.545, 20.018, 16.617], [11.760, 17.129, 23.012], [11.827, 18.656, 23.091], [11.321, 19.170, 21.721], [12.000, 17.956, 20.493], [13.141, 18.548, 19.769], [10.904, 17.345, 19.786], [12.613, 16.720, 21.823], [10.841, 16.545, 22.984], [12.292, 16.868, 23.927], [12.875, 18.916, 23.233], [11.313, 19.013, 23.983], [11.615, 20.159, 21.368], [10.234, 19.211, 21.649], [13.677, 16.921, 21.946], [12.562, 15.692, 21.466], [18.932, 22.138, 13.499], [20.394, 21.805, 13.019], [20.497, 20.461, 12.438], [19.387, 19.499, 13.627], [20.145, 19.236, 14.852], [18.714, 18.403, 12.993], [18.170, 20.796, 13.789], [18.346, 22.619, 12.716], [18.794, 22.811, 14.344], [21.061, 21.946, 13.869], [20.605, 22.576, 12.278], [21.537, 20.175, 12.278], [19.939, 20.419, 11.503], [17.532, 20.738, 14.670], [17.487, 20.613, 12.959], [11.911, 23.958, 12.699], [12.317, 22.941, 13.748], [13.465, 22.065, 13.247], [14.585, 23.303, 12.387], [14.863, 22.775, 11.028], [15.731, 23.607, 13.305], [13.278, 24.678, 12.318], [11.091, 24.590, 13.042], [11.445, 23.386, 11.897], [11.554, 22.224, 14.053], [12.484, 23.473, 14.684], [13.198, 21.441, 12.394], [14.113, 21.482, 13.901], [13.389, 25.185, 11.359], [13.505, 25.328, 13.163], [16.200, 20.482, 20.351], [15.499, 21.504, 19.418], [15.347, 22.810, 20.149], [14.587, 22.199, 21.804], [13.169, 22.049, 21.456], [15.048, 23.061, 22.856], [15.557, 20.604, 21.739], [17.288, 20.461, 20.411], [15.893, 19.535, 19.909], [14.545, 21.044, 19.162], [16.093, 21.569, 18.506], [14.890, 23.644, 19.617], [16.364, 23.109, 20.404], [14.781, 19.889, 22.013], [16.260, 20.494, 22.565], [19.717, 13.355, 12.415], [18.939, 14.506, 13.034], [19.854, 15.032, 14.134], [21.608, 14.879, 13.528], [22.442, 14.351, 14.630], [22.062, 16.024, 12.699], [21.252, 13.534, 12.298], [19.346, 13.266, 11.394], [19.504, 12.497, 13.053], [17.950, 14.267, 13.425], [18.647, 15.304, 12.351], [19.805, 14.395, 15.018], [19.711, 16.037, 14.529], [21.720, 12.710, 12.835], [21.742, 13.781, 11.356], [23.609, 14.097, 18.286], [23.554, 15.070, 19.443], [22.228, 15.869, 19.426], [21.028, 14.873, 18.480], [20.675, 15.637, 17.268], [19.980, 14.383, 19.390], [22.222, 13.448, 18.208], [24.428, 13.390, 18.423], [23.948, 14.687, 17.435], [24.432, 15.714, 19.385], [23.726, 14.603, 20.413], [22.161, 16.857, 18.972], [21.829, 16.136, 20.405], [21.925, 12.934, 17.293], [21.961, 12.738, 18.993], [10.969, 13.657, 18.777], [12.325, 13.953, 18.113], [12.093, 14.924, 16.858], [10.419, 14.282, 16.232], [10.676, 13.325, 15.136], [9.538, 15.398, 16.014], [9.887, 13.272, 17.747], [10.617, 14.478, 19.401], [11.047, 12.905, 19.563], [12.723, 12.998, 17.769], [12.987, 14.435, 18.833], [12.747, 14.921, 15.986], [11.785, 15.908, 17.212], [9.971, 12.192, 17.624], [8.881, 13.499, 18.098], [18.211, 16.478, 21.742], [17.220, 17.378, 22.441], [17.075, 16.706, 23.913], [16.580, 14.953, 23.618], [15.167, 14.995, 23.129], [17.049, 13.998, 24.601], [17.789, 15.046, 22.110], [19.214, 16.731, 22.086], [18.059, 16.655, 20.677], [16.213, 17.323, 22.027], [17.521, 18.417, 22.570], [16.319, 17.175, 24.543], [18.069, 16.673, 24.359], [17.413, 14.461, 21.271], [18.682, 14.537, 22.473], [14.130, 11.500, 14.728], [13.445, 10.966, 13.458], [14.247, 11.259, 12.176], [15.333, 12.653, 12.544], [14.994, 13.855, 11.747], [16.658, 12.061, 12.619], [14.761, 12.803, 14.291], [15.008, 10.881, 14.914], [13.363, 11.522, 15.503], [12.400, 11.273, 13.433], [13.473, 9.913, 13.739], [13.600, 11.588, 11.364], [14.922, 10.469, 11.845], [13.933, 13.496, 14.138], [15.548, 13.192, 14.937], [17.237, 15.633, 16.312], [16.311, 15.622, 17.569], [15.366, 16.862, 17.636], [16.465, 18.198, 17.000], [17.224, 18.866, 18.053], [15.690, 19.010, 16.063], [17.650, 17.058, 16.044], [16.617, 15.350, 15.461], [17.984, 14.867, 16.520], [16.852, 15.671, 18.514], [15.728, 14.709, 17.448], [14.940, 17.247, 18.562], [14.551, 16.714, 16.927], [18.664, 17.209, 16.414], [17.676, 17.455, 15.030], [15.898, 17.910, 11.682], [14.611, 18.737, 11.787], [14.479, 19.429, 10.444], [14.906, 18.166, 9.178], [15.869, 18.728, 8.200], [13.628, 17.600, 8.825], [15.748, 17.054, 10.377], [15.968, 17.267, 12.559], [16.759, 18.577, 11.642], [14.626, 19.517, 12.548], [13.799, 18.023, 11.927], [15.259, 20.190, 10.448], [13.622, 20.018, 10.116], [16.648, 16.574, 9.994], [15.024, 16.255, 10.536], [9.963, 19.831, 16.032], [11.048, 19.789, 17.042], [12.435, 19.447, 16.400], [11.949, 18.543, 14.908], [12.406, 17.177, 14.912], [12.333, 19.374, 13.761], [10.106, 18.659, 15.129], [10.297, 20.730, 15.514], [8.935, 19.792, 16.395], [10.701, 19.135, 17.843], [11.166, 20.782, 17.475], [13.133, 18.795, 16.926], [12.956, 20.339, 16.053], [9.840, 17.758, 15.682], [9.598, 18.717, 14.166], [18.616, 9.114, 18.689], [18.774, 10.354, 19.511], [18.438, 11.652, 18.805], [17.598, 11.143, 17.240], [18.147, 12.054, 16.157], [16.174, 11.017, 17.548], [18.393, 9.413, 17.185], [17.720, 8.602, 19.040], [19.437, 8.443, 18.943], [19.781, 10.512, 19.898], [18.126, 10.414, 20.386], [19.397, 12.126, 18.596], [17.779, 12.340, 19.334], [19.317, 9.660, 16.663], [17.827, 8.697, 16.589]],
  "lowdin_charge": [-0.231, -0.155, -0.194, 0.670, -0.343, -0.323, -0.223, 0.110, 0.118, 0.106, 0.092, 0.096, 0.085, 0.099, 0.106, -0.186, -0.218, -0.183, 0.733, -0.357, -0.373, -0.176, 0.093, 0.109, 0.114, 0.103, 0.102, 0.094, 0.090, 0.080, -0.215, -0.169, -0.161, 0.739, -0.338, -0.378, -0.172, 0.098, 0.101, 0.074, 0.089, 0.078, 0.082, 0.091, 0.085, -0.231, -0.197, -0.190, 0.718, -0.356, -0.346, -0.185, 0.123, 0.115, 0.105, 0.120, 0.071, 0.102, 0.074, 0.095, -0.170, -0.248, -0.195, 0.695, -0.330, -0.336, -0.205, 0.097, 0.110, 0.109, 0.117, 0.097, 0.112, 0.103, 0.092, -0.196, -0.249, -0.212, 0.761, -0.368, -0.384, -0.161, 0.113, 0.114, 0.098, 0.119, 0.080, 0.093, 0.093, 0.090, -0.212, -0.243, -0.187, 0.733, -0.352, -0.337, -0.195, 0.103, 0.076, 0.104, 0.114, 0.102, 0.096, 0.069, 0.094, -0.212, -0.210, -0.209, 0.749, -0.366, -0.367, -0.179, 0.116, 0.113, 0.092, 0.113, 0.080, 0.078, 0.086, 0.100, -0.207, -0.218, -0.207, 0.743, -0.340, -0.368, -0.180, 0.120, 0.102, 0.102, 0.113, 0.069, 0.076, 0.094, 0.092, -0.247, -0.188, -0.163, 0.726, -0.370, -0.339, -0.177, 0.097, 0.102, 0.104, 0.089, 0.073, 0.074, 0.094, 0.097, -0.218, -0.192, -0.195, 0.739, -0.382, -0.333, -0.177, 0.102, 0.107, 0.094, 0.100, 0.090, 0.100, 0.075, 0.096, -0.217, -0.206, -0.201, 0.722, -0.339, -0.342, -0.220, 0.103, 0.117, 0.114, 0.110, 0.101, 0.101, 0.094, 0.086, -0.201, -0.180, -0.185, 0.732, -0.343, -0.354, -0.185, 0.104, 0.098, 0.105, 0.106, 0.077, 0.081, 0.080, 0.070, -0.198, -0.231, -0.232, 0.720, -0.363, -0.339, -0.188, 0.110, 0.085, 0.089, 0.113, 0.082, 0.106, 0.101, 0.077, -0.254, -0.219, -0.173, 0.716, -0.324, -0.346, -0.188, 0.105, 0.133, 0.097, 0.117, 0.071, 0.096, 0.081, 0.117, -0.217, -0.237, -0.208, 0.762, -0.382, -0.353, -0.158, 0.104, 0.117, 0.117, 0.098, 0.070, 0.097, 0.091, 0.100]
}

{
  "formula": "C4H8OS2",
  "method": "ωB97M-V/def2-TZVPD",
  "max_force_ev_per_a": 2.59,
  "orbital_gap_ha": [0.2429, 0.2431],
  "total_charge": 0,
  "e_above_lowest_kcal_mol": 62.8,
  "e_homo_ha": [-0.2698, -0.2698],
  "species": ["C", "C", "C", "C", "O", "S", "S", "H", "H", "H", "H", "H", "H", "H", "H"],
  "xyz": [[-1.261, 1.050, -0.671], [0.013, 1.906, -0.788], [0.011, -1.043, 0.419], [1.183, -1.975, 0.367], [-0.665, -0.828, 1.564], [-0.855, -0.672, -1.020], [1.363, 1.530, 0.261], [-1.896, 1.044, 0.223], [-2.049, 1.355, -1.313], [0.267, 1.692, -1.788], [-0.272, 2.935, -0.633], [1.106, -2.827, 1.183], [1.923, -1.150, 0.496], [1.208, -2.328, -0.656], [-0.076, -0.687, 2.353]],
  "lowdin_charge": [-0.511, -0.775, -0.717, -0.089, -0.017, 1.002, 0.468, 0.079, 0.059, 0.027, 0.055, 0.137, 0.060, 0.064, 0.157]
}

{
  "formula": "C36H42AgBN11",
  "method": "ωB97M-V/def2-TZVPD",
  "max_force_ev_per_a": 1.19,
  "orbital_gap_ha": 0.2316,
  "total_charge": 1,
  "e_homo_ha": -0.3592,
  "species": ["Ag", "C", "C", "C", "C", "N", "N", "B", "N", "N", "C", "C", "C", "C", "C", "C", "C", "C", "C", "C", "N", "N", "C", "C", "C", "C", "C", "C", "C", "C", "C", "C", "C", "C", "C", "C", "C", "C", "H", "H", "H", "H", "H", "H", "H", "H", "H", "H", "H", "H", "H", "H", "H", "H", "H", "H", "H", "H", "H", "H", "H", "H", "H", "H", "H", "H", "N", "C", "C", "N", "H", "H", "H", "H", "H", "H", "H", "H", "H", "N", "C", "C", "N", "C", "C", "N", "H", "H", "H", "H", "H"],
  "xyz": [[0.188, -0.146, -0.508], [-0.905, -4.976, 2.325], [-0.690, -4.180, 1.088], [-0.855, -4.575, -0.225], [-0.567, -3.433, -0.991], [-0.256, -2.430, -0.171], [-0.329, -2.877, 1.081], [0.092, -2.019, 2.284], [-0.836, -0.795, 2.453], [-0.976, 0.186, 1.563], [-1.859, 1.063, 2.053], [-2.295, 0.619, 3.312], [-1.620, -0.564, 3.529], [-1.703, -1.430, 4.733], [-2.253, 2.274, 1.354], [-1.787, 2.543, 0.067], [-2.172, 3.690, -0.600], [-3.025, 4.598, 0.007], [-3.496, 4.342, 1.285], [-3.115, 3.195, 1.954], [1.545, -1.561, 2.062], [1.927, -0.847, 1.008], [3.252, -0.692, 1.077], [3.733, -1.337, 2.228], [2.613, -1.880, 2.826], [2.532, -2.643, 4.101], [3.981, 0.097, 0.098], [5.242, 0.613, 0.399], [5.917, 1.403, -0.513], [5.341, 1.703, -1.738], [4.093, 1.183, -2.054], [3.423, 0.382, -1.151], [-0.648, -3.228, -2.431], [-0.034, -2.129, -3.032], [-0.221, -1.862, -4.374], [-0.994, -2.708, -5.152], [-1.561, -3.835, -4.579], [-1.393, -4.092, -3.232], [-1.291, -5.958, 2.066], [0.023, -5.102, 2.879], [-1.618, -4.476, 2.978], [-1.115, -5.555, -0.569], [0.039, -2.668, 3.263], [-3.005, 1.072, 3.974], [-2.399, -0.986, 5.439], [-2.051, -2.429, 4.477], [-0.729, -1.527, 5.209], [-1.140, 1.817, -0.407], [-1.834, 3.869, -1.613], [-3.332, 5.491, -0.517], [-4.173, 5.038, 1.757], [-3.492, 3.006, 2.947], [4.746, -1.430, 2.563], [3.513, -2.691, 4.566], [1.840, -2.161, 4.789], [2.177, -3.657, 3.928], [5.690, 0.395, 1.356], [6.900, 1.779, -0.272], [5.865, 2.327, -2.447], [3.656, 1.385, -3.022], [2.453, -0.041, -1.399], [0.597, -1.481, -2.426], [0.241, -0.991, -4.819], [-1.147, -2.495, -6.199], [-2.142, -4.512, -5.188], [-1.849, -4.966, -2.791], [2.041, 5.695, -0.367], [1.843, 4.520, 0.535], [1.535, 3.262, -0.323], [1.341, 2.068, 0.440], [2.270, 6.550, 0.154], [1.178, 5.852, -0.906], [2.804, 5.487, -1.026], [1.008, 4.723, 1.211], [2.746, 4.370, 1.131], [2.367, 3.085, -1.016], [0.617, 3.457, -0.891], [0.627, 2.162, 1.152], [2.194, 1.731, 0.869], [-4.991, -1.204, -2.520], [-3.904, -0.428, -2.692], [-2.741, -0.568, -1.903], [-1.687, 0.194, -2.093], [-1.764, 1.129, -3.046], [-2.923, 1.302, -3.778], [-3.984, 0.531, -3.617], [-4.948, -2.037, -1.964], [-5.751, -1.093, -3.166], [-2.682, -1.308, -1.120], [-0.881, 1.733, -3.206], [-3.023, 2.083, -4.517]],
  "lowdin_charge": [0.702, -0.016, -0.263, 0.034, -0.249, 0.057, 0.026, -0.500, 0.031, 0.067, -0.249, 0.031, -0.264, -0.016, -0.159, -0.082, -0.106, -0.095, -0.077, -0.019, 0.030, 0.063, -0.258, 0.034, -0.259, -0.016, -0.181, -0.026, -0.083, -0.101, -0.103, -0.065, -0.177, -0.074, -0.091, -0.086, -0.080, -0.029, 0.084, 0.080, 0.076, 0.106, 0.103, 0.104, 0.084, 0.078, 0.079, 0.040, 0.093, 0.100, 0.107, 0.108, 0.107, 0.084, 0.078, 0.081, 0.110, 0.105, 0.099, 0.104, 0.073, 0.065, 0.102, 0.102, 0.104, 0.108, 0.186, -0.128, -0.260, 0.024, 0.179, 0.176, 0.178, 0.137, 0.137, 0.109, 0.098, 0.067, 0.072, 0.151, -0.358, -0.064, 0.013, -0.165, -0.122, 0.131, 0.104, 0.107, 0.112, 0.099, 0.107]
}